A | Here is 2 unconnected molecules or ions with the total composition C9H14O from the OMol25 dataset. Energies are from the ωB97M-V functional and the def2-TZVPD basis.

Last column: Mulliken charge in e.
Element x y z (Å)
C: 2.3721 -2.1536 -0.1438  -0.78
C: 1.0377 -2.9174 -0.3664  -0.73
H: 2.4467 -1.3197 -0.8450  0.22
H: 2.5851 -1.7295 0.8340  0.24
H: 3.1546 -2.8744 -0.3650  0.32
H: 0.4563 -2.4964 -1.1872  0.16
H: 1.3204 -3.9145 -0.6998  0.38
H: 0.4092 -3.0665 0.5110  0.22
C: 1.0954 1.9556 2.0528  -1.34
C: -1.3949 0.2473 -0.8487  1.17
C: -1.2627 -0.4404 0.4018  -0.81
C: -0.6179 1.3230 -1.2872  -0.66
C: -0.3314 0.1136 1.2419  -0.25
C: 0.3677 1.7619 -0.4100  -0.50
C: 0.3433 1.3303 0.9076  0.56
O: -2.4015 -0.0997 -1.6414  -0.43
H: -1.9516 -1.1921 0.7566  0.39
H: -2.7942 -0.9372 -1.3719  0.35
H: -0.7679 1.7891 -2.2485  0.47
H: -0.0286 -0.4086 2.1405  0.46
H: 0.9916 2.5747 -0.7599  0.44
H: 0.3376 2.1936 2.7955  0.37
H: 1.7583 2.7557 1.7257  0.40
H: 1.8357 1.2534 2.4546  0.37

Summary:
Highest occupied orbital energy (alpha / beta) = -14.059 / -14.655 eV
2S+1 = 2
LUMO energy (alpha / beta) = -3.82 / -7.47 eV
Frontier orbital gap (alpha / beta) = 10.24 / 7.18 eV
Charge = +1

***

B | Here is 2 unconnected molecules or ions with the total composition C9H14O from the OMol25 dataset. Energies are from the ωB97M-V functional and the def2-TZVPD basis.

Last column: Mulliken charge in e.
Element x y z (Å)
C: 0.7912 -2.3565 1.9579  -1.43
C: 0.4324 1.2408 1.0223  -0.43
C: 1.0281 0.0711 1.3499  -0.39
C: -0.9736 1.3983 1.0525  0.27
C: 0.1936 -1.0597 1.6492  1.06
C: -1.8159 0.2698 1.3193  -0.35
C: -1.2148 -0.9335 1.4913  -0.54
O: -1.5346 2.5753 0.8829  -0.47
H: 1.0045 2.1522 0.8882  0.44
H: 2.0923 -0.0842 1.2263  0.37
H: -1.7880 2.7804 -0.0311  0.39
H: -2.8662 0.4351 1.5183  0.48
H: 1.8453 -2.4314 1.7075  0.39
H: 0.3082 -3.2438 1.5502  0.39
H: -1.8827 -1.7862 1.5535  0.43
H: 0.8294 -2.5171 3.0529  0.35
C: 0.6245 -0.1042 -2.2852  -0.57
C: 0.2944 0.9806 -3.3267  -0.92
H: 1.0249 -1.0202 -2.7229  0.40
H: 1.1760 0.3542 -1.4639  0.11
H: -0.2698 -0.5099 -1.7836  0.17
H: 1.1564 1.1442 -3.9721  0.31
H: 0.1680 1.9236 -2.8024  0.25
H: -0.6234 0.7210 -3.8341  0.30

Summary:
Highest occupied orbital energy (alpha / beta) = -14.390 / -14.688 eV
2S+1 = 2
LUMO energy (alpha / beta) = -4.16 / -7.82 eV
Frontier orbital gap (alpha / beta) = 10.23 / 6.87 eV
Charge = +1

***

C | Here is 2 unconnected molecules or ions with the total composition C9H14O from the OMol25 dataset. Energies are from the ωB97M-V functional and the def2-TZVPD basis.

Last column: Mulliken charge in e.
Element x y z (Å)
C: -3.0664 0.0319 -0.7171  -0.40
C: -3.8110 1.0973 -1.5303  -0.92
H: -1.9735 0.1032 -0.6317  -0.12
H: -3.5643 0.0957 0.2640  0.31
H: -3.2210 -0.9258 -1.2122  0.29
H: -3.1327 1.8748 -1.9371  0.29
H: -4.1861 0.7583 -2.4906  0.29
H: -4.5068 1.6908 -0.9513  0.30
C: 0.8057 0.6545 -2.3488  -1.36
C: 1.6566 0.7072 1.3735  -0.64
C: 1.2072 -0.6077 1.6668  1.14
C: 1.6088 1.0944 0.0553  -0.23
C: 1.0669 0.2289 -0.9267  0.55
C: 0.7781 -1.5438 0.7236  -0.70
C: 0.6941 -1.1039 -0.5816  -0.39
O: 0.9585 -0.8336 2.9514  -0.39
H: 1.8193 1.4207 2.1696  0.42
H: 1.6791 2.1369 -0.2508  0.39
H: 0.4766 -2.5269 1.0858  0.32
H: 0.6790 -1.7226 3.1802  0.35
H: 1.7795 0.8720 -2.8324  0.41
H: 0.0527 1.4453 -2.2724  0.35
H: 0.2194 -1.6651 -1.3581  0.40
H: 0.3957 -0.1299 -2.9901  0.36

Summary:
Highest occupied orbital energy (alpha / beta) = -14.051 / -14.118 eV
2S+1 = 2
LUMO energy (alpha / beta) = -3.79 / -7.56 eV
Frontier orbital gap (alpha / beta) = 10.26 / 6.56 eV
Charge = +1

***

Stability ranking, top entry: A; the second entry is 2.8 kcal/mol less favorable.

***

A | Here is a molecular structure, C6H8BiLiO6 from the OMol25 dataset. Energies are from the ωB97M-V functional and the def2-TZVPD basis.

Last column: Mulliken charge in e.
Element x y z (Å)
O: 1.1203 0.4369 0.5126  -0.75
O: -1.6885 0.3835 1.7067  -0.32
C: 0.8724 1.7417 0.0329  -0.14
C: -0.3331 2.4379 0.6400  -0.97
O: -1.6040 1.9662 0.1676  -0.18
C: -2.3101 0.9703 0.7799  -0.15
H: 0.7610 1.7028 -1.0641  0.31
H: 1.7230 2.4250 0.2078  0.35
H: -0.2975 3.4962 0.3501  0.39
H: -0.2900 2.3925 1.7390  0.42
O: 0.0878 -1.8861 -0.3822  -0.38
C: -1.0921 -1.7431 -1.1904  -0.33
C: -0.7191 -0.5999 -2.1334  -0.17
O: 0.7139 -0.5872 -2.0691  -0.34
C: 1.1182 -1.2034 -0.9582  1.26
H: -1.2736 -2.6899 -1.7109  0.29
H: -1.9347 -1.4958 -0.5361  0.28
H: -1.0933 0.3697 -1.7805  0.13
H: -1.0185 -0.7724 -3.1709  0.36
O: 2.2957 -1.5201 -0.7784  -0.87
Li: 2.9322 -0.1927 0.4320  0.89
Bi: 0.0947 -0.3988 2.0866  0.91

Summary:
Highest occupied orbital energy (alpha / beta) = -11.451 / -12.037 eV
2S+1 = 2
LUMO energy (alpha / beta) = -4.24 / -4.94 eV
Frontier orbital gap (alpha / beta) = 7.21 / 7.10 eV
Charge = +1

***

B | Here is a molecular structure, C6H8BiLiO6 from the OMol25 dataset. Energies are from the ωB97M-V functional and the def2-TZVPD basis.

Last column: Mulliken charge in e.
Element x y z (Å)
O: -2.0641 -1.0334 -0.6573  -0.30
C: -1.2081 -0.0440 -1.0825  -0.70
C: -2.7333 -0.6286 0.5484  -0.29
O: -0.1506 -0.0239 -0.0825  0.00
O: -2.0845 1.2212 -0.7074  -0.45
C: -2.8611 0.8972 0.4302  -0.39
H: -2.1320 -0.9056 1.4252  0.17
H: -3.7043 -1.1376 0.5731  0.32
H: -2.4990 1.3855 1.3489  0.22
H: -3.9021 1.2061 0.2513  0.29
O: 1.7482 -0.5360 -1.2859  -0.40
C: 1.0721 0.4309 -0.5345  1.59
C: 2.2857 -1.4705 -0.3701  -0.36
O: 1.0385 1.6130 -1.1381  -0.95
O: 1.9070 0.5772 0.6492  -0.50
C: 2.7114 -0.5912 0.8151  -0.33
H: 3.1259 -1.9855 -0.8464  0.35
H: 1.5222 -2.2050 -0.0735  0.28
H: 3.7683 -0.3016 0.7631  0.29
H: 2.4987 -1.0550 1.7854  0.26
Li: -0.6916 1.9489 -1.8295  0.92
Bi: 2.3530 2.6379 0.0178  0.99

Summary:
Highest occupied orbital energy (alpha / beta) = -10.508 / -10.514 eV
2S+1 = 2
LUMO energy (alpha / beta) = -6.46 / -6.59 eV
Frontier orbital gap (alpha / beta) = 4.05 / 3.92 eV
Charge = +1

***

Stability ranking, top entry: A; the second entry is 45.1 kcal/mol less favorable.

***

A | Here is 8 unconnected molecules or ions with the total composition C8H32O8 from the OMol25 dataset. Energies are from the ωB97M-V functional and the def2-TZVPD basis.

Last column: Mulliken charge in e.
Element x y z (Å)
C: 2.8060 -2.5861 2.3955  -0.61
O: 1.4530 -2.4617 2.7501  -0.44
H: 2.9650 -3.2723 1.5561  0.27
H: 3.2250 -1.6068 2.1514  0.21
H: 3.4577 -2.9051 3.2224  0.32
H: 1.1664 -3.2525 3.2132  0.28
C: -2.4483 -1.2044 2.5476  -0.67
O: -1.9693 -1.2773 1.1818  -0.38
H: -1.6136 -1.0711 3.2330  0.19
H: -3.1588 -0.3792 2.5807  0.18
H: -3.0040 -2.1032 2.8191  0.43
H: -2.0495 -2.2067 0.9507  0.24
C: -1.1496 -0.1159 -2.3205  -0.26
O: -2.2262 -0.0849 -3.2283  -0.59
H: -1.2343 -0.8809 -1.5352  0.09
H: -0.2475 -0.4543 -2.8481  0.15
H: -0.9229 0.8988 -1.9806  0.29
H: -2.9970 0.2691 -2.7521  0.33
C: 2.7730 -1.7764 -2.9194  -0.45
O: 2.4399 -0.8923 -3.9931  -0.51
H: 3.8275 -1.6783 -2.6514  0.30
H: 2.0706 -1.6107 -2.1071  0.02
H: 2.6453 -2.8259 -3.2098  0.34
H: 2.8217 -1.2962 -4.7790  0.29
C: 3.5742 2.3431 -2.0219  -0.48
O: 4.0864 1.9178 -3.2468  -0.52
H: 4.2614 3.0208 -1.5032  0.30
H: 2.6438 2.9152 -2.0931  0.27
H: 3.4376 1.5482 -1.2795  0.12
H: 3.7631 1.0386 -3.4666  0.31
C: 1.0380 0.4992 1.0666  -0.30
O: -0.2991 0.9426 0.8015  -0.40
H: 1.3013 -0.1943 0.2482  -0.04
H: 1.7271 1.3380 1.0073  0.40
H: 1.0363 -0.1078 1.9773  0.23
H: -0.8571 0.1484 0.8426  0.17
C: -1.4060 2.4749 3.7282  -0.44
O: -0.4155 3.1545 2.9625  -0.56
H: -2.3731 2.4023 3.2305  0.21
H: -1.0153 1.5039 4.0463  0.14
H: -1.5145 3.0513 4.6500  0.29
H: -0.0496 2.4978 2.3570  0.30
C: -4.4793 0.5990 -0.9375  -0.60
O: -4.4273 1.4314 -2.1147  -0.55
H: -3.6452 0.8021 -0.2697  0.18
H: -5.4402 0.6731 -0.4282  0.35
H: -4.3404 -0.4495 -1.2397  0.31
H: -5.2367 1.2234 -2.5941  0.31

Summary:
Highest occupied orbital energy = -9.661 eV
2S+1 = 1
LUMO energy = 0.19 eV
SMILES = CO.CO.CO.CO.CO.CO.CO.CO
Frontier orbital gap = 9.85 eV

***

B | Here is 8 unconnected molecules or ions with the total composition C8H32O8 from the OMol25 dataset. Energies are from the ωB97M-V functional and the def2-TZVPD basis.

Last column: Mulliken charge in e.
Element x y z (Å)
C: -2.2536 -0.9809 -2.1905  -0.25
O: -3.6737 -1.1866 -2.1913  -0.54
H: -2.1158 -0.2548 -2.9918  0.39
H: -1.9030 -0.5681 -1.2446  -0.18
H: -1.7052 -1.8972 -2.4089  0.27
H: -4.0389 -1.0408 -3.0671  0.32
C: 1.5725 3.8072 -0.9789  -0.36
O: 2.6902 4.0402 -0.1459  -0.55
H: 0.7097 4.3375 -0.5758  0.09
H: 1.7456 4.0868 -2.0181  0.34
H: 1.3055 2.7505 -0.9901  0.14
H: 2.3339 4.2197 0.7273  0.38
C: 1.7738 -3.0560 -2.7757  -0.23
O: 0.9393 -3.0992 -3.8798  -0.53
H: 1.5465 -2.2377 -2.0924  -0.06
H: 1.7328 -4.0519 -2.3346  0.26
H: 2.7497 -2.8406 -3.2108  0.29
H: 0.9020 -4.0011 -4.2067  0.31
C: 1.8948 -3.2932 1.0065  -0.70
O: 3.0785 -2.4983 1.0790  -0.49
H: 1.1782 -3.0799 1.7996  0.28
H: 1.3570 -3.3580 0.0606  0.16
H: 2.1354 -4.3228 1.2710  0.42
H: 3.1615 -2.2145 1.9923  0.33
C: 1.0163 3.1085 3.1421  -0.16
O: 1.9577 3.9504 2.5322  -0.52
H: 0.7918 2.2464 2.5140  -0.15
H: 1.3907 2.7007 4.0810  0.29
H: 0.0824 3.6501 3.2923  0.28
H: 2.1919 4.6439 3.1534  0.28
C: -2.0566 3.1376 0.1976  -0.57
O: -1.5549 2.1832 -0.7747  -0.50
H: -3.1404 3.0268 0.2306  0.30
H: -1.7267 2.8703 1.2015  0.15
H: -1.7353 4.1328 -0.1096  0.25
H: -1.3044 1.3958 -0.2859  0.32
C: -2.7112 -2.5143 0.5751  -0.64
O: -1.5966 -2.3747 1.3837  -0.55
H: -2.5303 -3.0440 -0.3602  0.26
H: -3.4886 -3.0732 1.0961  0.36
H: -3.1684 -1.5411 0.3966  0.28
H: -1.2755 -3.2597 1.5715  0.26
C: 0.6510 0.0123 0.8244  -0.30
O: -0.6548 0.2399 1.2551  -0.50
H: 1.2293 0.9346 0.7704  0.17
H: 1.1140 -0.7292 1.4755  0.26
H: 0.5774 -0.4015 -0.1813  0.06
H: -1.1754 -0.5561 1.3853  0.28

Summary:
Highest occupied orbital energy = -9.304 eV
2S+1 = 1
LUMO energy = 0.32 eV
SMILES = CO.CO.CO.CO.CO.CO.CO.CO
Frontier orbital gap = 9.63 eV

***

Stability ranking, top entry: A; the second entry is 7.4 kcal/mol less favorable.

***

A | Here is C5H10N2S in the gas phase from the OMol25 dataset. Energies are from the ωB97M-V functional and the def2-TZVPD basis.

Last column: Mulliken charge in e.
Element x y z (Å)
C: -3.2633 -0.1236 0.2366  -0.91
C: -0.6803 0.3464 -0.2056  -0.40
C: 0.6466 0.3349 -0.2097  0.37
C: 1.4283 1.5917 -0.2974  -1.24
C: 1.3748 -0.9725 -0.1033  0.41
H: -3.4314 0.6307 -0.5410  0.28
H: -4.1105 -0.8224 0.1938  0.33
H: -3.2876 0.3768 1.2180  0.30
H: -1.1906 1.3130 -0.2105  0.29
H: 2.1952 1.4650 -1.0671  0.30
H: 1.9672 1.7289 0.6514  0.27
H: 0.8369 2.4786 -0.5279  0.39
H: 2.3399 -0.6167 1.6380  0.24
H: 2.9029 -1.9020 0.7799  0.29
H: 0.4069 -1.8249 -1.4667  0.30
N: 2.5280 -0.9733 0.7114  -0.54
N: 1.1100 -2.0273 -0.7804  -0.71
S: -1.7730 -1.0033 -0.0195  0.02

Summary:
Highest occupied orbital energy = -8.183 eV
2S+1 = 1
LUMO energy = 0.86 eV
SMILES = [H]/N=C(N)\C(C)=C/SC
Frontier orbital gap = 9.05 eV

***

B | Here is C5H10N2S in the gas phase from the OMol25 dataset. Energies are from the ωB97M-V functional and the def2-TZVPD basis.

Last column: Mulliken charge in e.
Element x y z (Å)
C: -0.6840 1.0392 -1.5893  -0.91
C: -0.1998 -0.0500 -0.6642  0.97
C: -0.5960 -1.4538 -0.9284  -0.69
C: 0.0782 0.4046 0.7267  -0.33
C: -0.9135 0.2713 1.8444  -0.81
H: 0.6423 2.5470 -1.2376  0.26
H: 1.1353 1.4864 -2.3577  0.30
H: -1.5964 1.5566 -1.2652  0.35
H: -0.9380 0.5027 -2.5215  0.35
H: -0.7247 -2.1091 -0.0869  0.34
H: -1.2713 -1.6485 -1.7465  0.26
H: 1.4110 -1.3189 -0.6058  0.32
H: 0.7004 1.3074 0.7214  0.47
H: -1.7535 -0.3910 1.6466  0.29
H: -1.1413 1.0924 2.5185  0.33
N: 0.3132 2.0116 -2.0441  -0.65
N: 0.7302 -0.9892 -1.2894  -0.70
S: 0.6327 -0.7156 1.9959  -0.17

Summary:
Highest occupied orbital energy = -9.120 eV
2S+1 = 1
LUMO energy = 0.78 eV
SMILES = NC[C@@]1([C@H]2CS2)CN1
Frontier orbital gap = 9.89 eV

***

Stability ranking, top entry: A; the second entry is 26.1 kcal/mol less favorable.